<A>
Computed, not measured: the molecule C3H4FP, with ωB97M-V/def2-TZVPD.

Values from the calculation:
HOMO   -7.855 eV
SMILES   CC1=P(F)=C1
Total charge   0
Molar mass   90.0 g mol⁻¹
Frontier orbital gap   8.58 eV
Lowest unoccupied orbital energy   0.72 eV

Last column: Mulliken charge in e.
Atoms and positions in Å:
P: -2.890 -0.755 -0.096  0.1558
F: -3.397 0.704 -0.682  -0.2870
C: -0.793 0.031 0.350  0.0056
C: -1.688 -0.015 1.256  -0.1212
C: 0.268 0.422 -0.516  -0.8875
H: 0.591 1.357 -0.165  0.2798
H: -1.823 0.102 2.422  0.3003
H: 1.076 -0.341 -0.505  0.2742
H: -0.106 0.538 -1.523  0.2800

<B>
Computed, not measured: the molecule C3H4FP, with ωB97M-V/def2-TZVPD.

Values from the calculation:
HOMO   -9.440 eV
SMILES   CC1=P(F)=C1
Total charge   0
Molar mass   90.0 g mol⁻¹
Frontier orbital gap   10.38 eV
Lowest unoccupied orbital energy   0.94 eV

Last column: Mulliken charge in e.
Atoms and positions in Å:
P: -1.757 0.457 0.528  0.0998
F: -2.739 -0.854 -0.021  -0.3651
C: 0.027 0.221 0.058  0.0817
C: -0.682 0.717 -0.935  -0.3589
C: 1.243 -0.326 0.540  -0.6619
H: -0.638 1.065 -1.908  0.4386
H: 1.054 -0.676 1.549  0.2872
H: 1.964 0.547 0.440  0.2468
H: 1.527 -1.151 -0.250  0.2319

Relative calculated energies, zero for the most stable structure, unit kcal/mol: <A> 23.7; <B> 0.0.

<A>
Computed, not measured: a cluster of 2 separate species, C5H10ClN in total, with ωB97M-V/def2-TZVPD.

Values from the calculation:
HOMO   -8.114 eV
Total charge   0
Molar mass   119.6 g mol⁻¹
Frontier orbital gap   9.02 eV
Lowest unoccupied orbital energy   0.91 eV

Last column: Mulliken charge in e.
Atoms and positions in Å:
Cl: -1.293 -2.371 1.091  -0.2104
N: -1.659 0.298 0.537  -0.0952
C: 1.145 -0.255 0.320  0.6110
C: 1.849 -0.732 -0.891  -1.0957
C: -2.021 1.108 -0.546  -0.7624
C: -0.877 -0.835 0.242  -0.2247
C: 1.567 0.366 1.375  -0.8790
H: -1.581 0.759 1.402  0.2005
H: 2.100 -1.851 -0.849  0.2277
H: 2.592 0.735 1.376  0.2661
H: -0.766 -0.989 -0.857  0.1762
H: 1.224 -0.524 -1.795  0.2895
H: -2.852 1.760 -0.309  0.3216
H: -1.305 1.894 -0.988  0.2551
H: -2.168 0.471 -1.464  0.2480
H: 2.915 -0.279 -0.941  0.3468
H: 1.130 0.445 2.298  0.3250

<B>
Computed, not measured: the molecule C5H10ClN, with ωB97M-V/def2-TZVPD.

Values from the calculation:
HOMO   -9.369 eV
SMILES   C[C@H](Cl)[C@H]1N[C@H]1C
Total charge   0
Molar mass   119.6 g mol⁻¹
Frontier orbital gap   10.33 eV
Lowest unoccupied orbital energy   0.96 eV

Last column: Mulliken charge in e.
Atoms and positions in Å:
Cl: 0.182 2.250 -0.400  -0.2117
N: -0.805 -0.448 -1.619  -0.6465
C: 0.080 -1.288 -0.913  0.1747
C: -0.712 -0.384 -0.125  -0.3604
C: -0.173 0.845 0.652  0.5059
C: -1.031 1.247 1.752  -1.6404
C: 1.598 -1.102 -0.958  -1.1688
H: 1.792 -0.012 -0.932  0.2655
H: 2.049 -1.485 -1.883  0.3390
H: -0.229 -2.314 -1.058  0.3703
H: -2.012 1.601 1.420  0.3672
H: -0.596 2.041 2.346  0.4034
H: 2.180 -1.562 -0.132  0.2741
H: -0.393 0.437 -2.077  0.3148
H: -1.224 0.431 2.459  0.3933
H: 0.842 0.600 1.038  0.2719
H: -1.549 -0.857 0.429  0.3478

Relative calculated energies, zero for the most stable structure, unit kcal/mol: <A> 51.6; <B> 0.0.

<A>
Computed, not measured: a cluster of 2 separate species, C2H4S2 in total, with ωB97M-V/def2-TZVPD.

Values from the calculation:
HOMO (alpha / beta)   -8.945 / -8.946 eV
Total charge   0
Molar mass   92.2 g mol⁻¹
Frontier orbital gap (alpha / beta)   8.37 / 8.37 eV
Lowest unoccupied orbital energy (alpha / beta)   -0.58 / -0.58 eV

Last column: Mulliken charge in e.
Atoms and positions in Å:
S: -1.241 0.154 -1.477  -0.1258
S: 0.159 -1.580 0.732  -0.0842
C: 0.045 -0.275 -0.397  -0.0988
C: 0.523 0.178 0.945  -0.4464
H: 1.600 0.216 1.254  0.2525
H: -0.137 1.021 1.350  0.2171
H: 1.381 -0.129 -1.827  0.1588
H: -2.329 0.415 -0.580  0.1267

<B>
Computed, not measured: the molecule C2H4S2, with ωB97M-V/def2-TZVPD.

Values from the calculation:
HOMO   -8.748 eV
SMILES   CSC=S
Total charge   0
Molar mass   92.2 g mol⁻¹
Frontier orbital gap   8.38 eV
Lowest unoccupied orbital energy   -0.37 eV

Last column: Mulliken charge in e.
Atoms and positions in Å:
S: 0.923 0.080 -0.608  0.0355
S: 2.043 -1.947 1.058  -0.2281
C: 0.696 -1.163 0.678  -0.1019
C: -0.715 0.933 -0.566  -0.8310
H: -0.459 -1.624 0.921  0.2352
H: -1.491 0.315 -0.872  0.3319
H: -0.640 1.324 0.536  0.2872
H: -0.356 2.081 -1.147  0.2711

<C>
Computed, not measured: the molecule C2H4S2, with ωB97M-V/def2-TZVPD.

Values from the calculation:
HOMO   -8.640 eV
SMILES   CSC=S
Total charge   0
Molar mass   92.2 g mol⁻¹
Frontier orbital gap   8.55 eV
Lowest unoccupied orbital energy   -0.09 eV

Last column: Mulliken charge in e.
Atoms and positions in Å:
S: -3.147 -0.408 0.027  -0.2564
S: -0.236 -1.005 0.032  0.0031
C: 1.391 -0.025 0.037  -0.6808
C: -1.627 -0.065 0.131  0.0234
H: 2.168 -0.628 -0.527  0.2879
H: 0.900 0.800 -0.606  0.2455
H: -1.231 1.027 -0.213  0.1243
H: 1.782 0.304 1.120  0.2530

Relative calculated energies, zero for the most stable structure, unit kcal/mol: <A> 64.2; <B> 10.8; <C> 0.0.

<A>
Computed, not measured: a cluster of 2 separate species, C5H15NO2 in total, with ωB97M-V/def2-TZVPD.

Values from the calculation:
HOMO   -9.062 eV
SMILES   NCCCCCO.O
Total charge   0
Molar mass   121.2 g mol⁻¹
Frontier orbital gap   9.80 eV
Lowest unoccupied orbital energy   0.74 eV

Last column: Mulliken charge in e.
Atoms and positions in Å:
O: -1.719 0.489 3.049  -0.6653
O: -1.125 1.696 1.004  -0.6032
N: 2.190 -1.969 -0.787  -0.5718
C: -0.331 1.047 -1.325  -0.6159
C: -0.050 -1.172 -0.079  -0.5404
C: -0.011 1.647 0.024  -0.3803
C: 1.477 -1.195 0.242  -0.6197
C: -0.515 -0.455 -1.346  -0.2810
H: 0.021 -0.922 -2.274  0.2127
H: 1.563 -2.449 -1.371  0.2744
H: -0.471 -2.233 -0.056  0.4034
H: 1.542 -1.585 1.261  0.2994
H: 0.706 1.192 0.709  0.1069
H: 1.832 -0.237 0.393  0.3717
H: -1.219 1.573 -1.808  0.3441
H: -1.651 -0.606 -1.509  0.2630
H: 0.512 1.210 -2.011  0.3101
H: 2.916 -1.426 -1.316  0.2370
H: -0.592 -0.672 0.839  0.1138
H: -2.539 0.946 3.189  0.2843
H: 0.318 2.735 -0.004  0.3473
H: -1.083 1.181 2.650  0.3884
H: -1.770 1.204 0.525  0.3209

<B>
Computed, not measured: a cluster of 2 separate species, C5H15NO2 in total, with ωB97M-V/def2-TZVPD.

Values from the calculation:
HOMO   -9.153 eV
SMILES   CC[C@@H](C)NCO.O
Total charge   0
Molar mass   121.2 g mol⁻¹
Frontier orbital gap   9.82 eV
Lowest unoccupied orbital energy   0.66 eV

Last column: Mulliken charge in e.
Atoms and positions in Å:
O: 0.092 -2.462 1.437  -0.4731
O: 1.794 0.230 -2.501  -0.7119
N: 0.122 -1.000 -0.218  -0.2526
C: -0.152 2.126 -1.408  -1.6744
C: -0.987 1.263 -0.447  -0.8937
C: -1.144 0.208 1.885  -1.3831
C: 0.933 -2.033 0.432  -0.5295
C: -0.116 0.242 0.597  -0.1155
H: -1.546 1.856 0.084  0.7071
H: 2.249 -0.486 -1.829  0.3157
H: 0.008 3.141 -0.963  0.3454
H: -1.626 0.536 -0.885  0.4324
H: 0.447 -3.159 1.959  0.2773
H: -0.770 2.367 -2.217  0.3517
H: 0.826 1.871 -1.599  0.6467
H: -2.099 -0.225 1.725  0.3862
H: 1.907 -1.694 0.736  0.3691
H: 1.292 -2.950 -0.144  0.2993
H: -0.834 -1.276 -0.423  0.2930
H: 0.794 0.648 0.937  0.4726
H: -0.609 -0.543 2.639  0.2339
H: 0.834 0.351 -2.265  0.3618
H: -1.417 0.990 2.469  0.5416

<C>
Computed, not measured: a cluster of 3 separate species, C5H15NO2 in total, with ωB97M-V/def2-TZVPD.

Values from the calculation:
HOMO   -8.661 eV
SMILES   C=C(C)CCN.O.O
Total charge   0
Molar mass   121.2 g mol⁻¹
Frontier orbital gap   9.22 eV
Lowest unoccupied orbital energy   0.55 eV

Last column: Mulliken charge in e.
Atoms and positions in Å:
O: 1.531 -0.242 -2.542  -0.6278
O: 2.607 -1.027 0.632  -0.6488
N: 0.980 1.720 1.455  -0.6757
C: -0.188 1.606 0.603  -0.0785
C: -1.187 0.519 1.054  -0.9573
C: -1.439 -0.600 0.080  0.8332
C: -0.887 -1.798 0.239  -1.1052
C: -2.516 -0.275 -0.948  -1.3656
H: 3.344 -0.443 0.530  0.3000
H: 0.915 1.789 2.464  0.2246
H: 0.080 1.588 -0.453  0.0801
H: -1.100 -2.551 -0.517  0.2758
H: -3.484 -0.435 -0.464  0.3228
H: -2.365 -0.855 -1.846  0.4057
H: -0.080 -2.128 0.872  0.3730
H: 1.411 0.741 -2.473  0.3133
H: -0.583 2.635 0.575  0.3069
H: -2.076 1.002 1.463  0.3745
H: -2.522 0.799 -1.138  0.3271
H: -0.781 0.069 1.967  0.4579
H: 2.280 -1.231 -0.265  0.3388
H: 0.628 -0.416 -2.837  0.3057
H: 1.684 1.003 1.365  0.2195

Relative calculated energies, zero for the most stable structure, unit kcal/mol: <A> 12.9; <B> 44.9; <C> 0.0.